# C2H3N4O

An isolated ion of composition C2H3N4O and charge -1 at a distorted geometry (ωB97M-V/def2-TZVPD, the OMol25 dataset).

Properties
- energy (Eh) = -372.05952
- ΔE to the lowest compared entry with this formula, charge and spin (kJ/mol) = 300.8
- strongest force on any atom (eV/A) = 11.34
- net charge = -1
- multiplicity = 3
- frontier orbital gap (alpha / beta) (eV) = 3.27 / 6.90
- LUMO (alpha / beta) (Ha) = 0.142 / 0.094
- HOMO level (alpha / beta) (eV) = 0.604 / -4.345

```
10
C2H3N4O ωB97M-V/def2-TZVPD
C 0.71698 0.16293 -0.26545
C -1.63782 0.16758 -0.03940
N 1.81616 0.81705 -0.51328
N 0.85967 -0.92920 0.47329
N 2.76348 0.05613 0.13305
N 2.17703 -0.92635 0.69147
O -0.57012 0.77335 -0.59997
H -2.47523 0.79278 -0.31213
H -1.75450 -0.21784 1.02846
H -1.89563 -0.69643 -0.59604
```


# C2H3N4P

One molecule with the formula C2H3N4P at a distorted geometry (ωB97M-V/def2-TZVPD, the OMol25 dataset).

Properties
- energy (Eh) = -638.15377
- ΔE to the lowest compared entry with this formula, charge and spin (kJ/mol) = 0.0
- strongest force on any atom (eV/A) = 6.03
- net charge = 0
- multiplicity = 3
- frontier orbital gap (alpha / beta) (eV) = 6.76 / 6.57
- LUMO (alpha / beta) (Ha) = -0.004 / -0.107
- HOMO level (alpha / beta) (eV) = -6.879 / -9.487

```
10
C2H3N4P ωB97M-V/def2-TZVPD
C -1.10152 -0.34332 0.52342
C -1.68078 -0.44030 -0.81611
N 0.02864 -0.36337 1.10864
N 1.67283 0.01003 -0.54859
N -2.22721 -0.80774 -1.76033
N 1.21857 -0.28034 0.67891
P 1.52834 1.41862 -1.22520
H -1.87864 -0.66646 1.17338
H 1.88648 -0.79057 1.34540
H 0.55330 2.26345 -0.47953
```


# C2H3N5O

One molecule with the formula C2H3N5O at a distorted geometry (ωB97M-V/def2-TZVPD, the OMol25 dataset).

Properties
- energy (Eh) = -426.90485
- ΔE to the lowest compared entry with this formula, charge and spin (kJ/mol) = 401.1
- strongest force on any atom (eV/A) = 5.06
- net charge = 0
- SMILES string = [H]/N=C(/N)c1nnon1
- frontier orbital gap (eV) = 9.73
- LUMO (Ha) = -0.020
- HOMO level (eV) = -10.287

```
11
C2H3N5O ωB97M-V/def2-TZVPD
H -1.06135 2.14426 0.15059
N -1.53214 1.27707 -0.07056
C -0.85354 0.20153 -0.06114
N -1.54120 -1.09383 -0.24949
C 0.58681 0.19958 -0.26158
N 1.28461 -1.01820 -0.13346
N 2.44908 -0.71285 -0.01417
O 2.60718 0.55291 -0.07187
N 1.42710 1.22256 -0.12870
H -2.39351 -1.00417 0.37044
H -0.97304 -1.76886 0.46994
```


# C2H3N5O

One molecule with the formula C2H3N5O at a distorted geometry (ωB97M-V/def2-TZVPD, the OMol25 dataset).

Properties
- energy (Eh) = -426.78235
- ΔE to the lowest compared entry with this formula, charge and spin (kJ/mol) = 722.7
- strongest force on any atom (eV/A) = 6.20
- net charge = 0
- SMILES string = O/N=c1/cn[nH]nn1
- frontier orbital gap (eV) = 8.42
- LUMO (Ha) = -0.014
- HOMO level (eV) = -8.794

```
11
C2H3N5O ωB97M-V/def2-TZVPD
O 2.58861 -0.55567 0.05742
N 1.81720 0.63657 -0.10126
C 0.63758 0.28363 -0.02716
C -0.61389 1.17230 0.09454
N -1.94498 0.79880 -0.02825
N -1.97642 -0.68173 -0.06641
N -0.91008 -1.44784 0.14940
N 0.37330 -1.04964 0.08140
H 3.61897 -0.19726 -0.27893
H -0.63493 2.19959 0.59805
H -2.95534 -1.15875 -0.47880
```


# C2H3N5O

One molecule with the formula C2H3N5O at a distorted geometry (ωB97M-V/def2-TZVPD, the OMol25 dataset).

Properties
- energy (Eh) = -426.85915
- ΔE to the lowest compared entry with this formula, charge and spin (kJ/mol) = 521.1
- strongest force on any atom (eV/A) = 4.56
- net charge = 0
- SMILES string = [H]/N=C/N=c1/nn[nH]o1
- frontier orbital gap (eV) = 9.29
- LUMO (Ha) = -0.004
- HOMO level (eV) = -9.388

```
11
C2H3N5O ωB97M-V/def2-TZVPD
H 0.34763 -1.45490 -3.10345
N 0.13550 -0.99852 -2.15737
C 1.11510 -0.17032 -1.90689
N 1.36343 0.41515 -0.61134
C 0.44887 0.14333 0.27000
N 0.40596 0.44824 1.63957
N -0.73994 0.31666 2.06149
N -1.54075 0.17673 1.10889
O -0.85658 -0.02469 0.00947
H 2.14033 -0.28045 -2.62782
H -2.38858 -0.41300 1.18821
```


# C2H3N5O

C2H3N5O as an isolated structure at a distorted geometry (ωB97M-V/def2-TZVPD, the OMol25 dataset).

Properties
- energy (Eh) = -426.76567
- ΔE to the lowest compared entry with this formula, charge and spin (kJ/mol) = 766.5
- strongest force on any atom (eV/A) = 7.33
- net charge = 0
- frontier orbital gap (eV) = 7.32
- LUMO (Ha) = -0.088
- HOMO level (eV) = -9.698

```
11
C2H3N5O ωB97M-V/def2-TZVPD
C 0.23471 0.59619 -0.40880
C -2.02555 -0.15917 0.34755
H 1.75499 -1.04080 0.14610
H 3.16179 -0.37485 -0.16284
H -2.96461 -0.69338 0.81290
N 2.09213 -0.20649 0.55607
N 1.44967 1.02093 -0.09467
N -0.04320 -0.68707 -0.72484
N -1.26754 -1.04760 -0.35605
N -1.70241 1.07258 0.43261
O -0.68999 1.51965 -0.54804
```


# C2H3N5O

One molecule with the formula C2H3N5O at a distorted geometry (ωB97M-V/def2-TZVPD, the OMol25 dataset).

Properties
- energy (Eh) = -426.91457
- ΔE to the lowest compared entry with this formula, charge and spin (kJ/mol) = 375.6
- strongest force on any atom (eV/A) = 5.71
- net charge = 0
- SMILES string = [H]/N=C\Nc1nnon1
- frontier orbital gap (eV) = 9.73
- LUMO (Ha) = -0.007
- HOMO level (eV) = -9.924

```
11
C2H3N5O ωB97M-V/def2-TZVPD
H -3.40889 0.78606 0.31794
N -3.13833 -0.21767 0.17529
C -1.92277 -0.40089 -0.12859
N -1.00555 0.68158 -0.13888
C 0.26957 0.27863 -0.05789
N 0.62115 -1.00527 -0.03052
N 1.89423 -0.98070 0.05922
O 2.35033 0.26510 0.04980
N 1.21847 1.17130 0.05050
H -1.43438 -1.32058 -0.27069
H -1.16994 1.60259 -0.13606
```


# C2H3N5O

One molecule with the formula C2H3N5O at a distorted geometry (ωB97M-V/def2-TZVPD, the OMol25 dataset).

Properties
- energy (Eh) = -426.83277
- ΔE to the lowest compared entry with this formula, charge and spin (kJ/mol) = 590.4
- strongest force on any atom (eV/A) = 6.59
- net charge = 0
- SMILES string = O/N=C/n1ncnn1
- frontier orbital gap (eV) = 9.67
- LUMO (Ha) = 0.000
- HOMO level (eV) = -9.655

```
11
C2H3N5O ωB97M-V/def2-TZVPD
O 1.17652 -1.05182 2.74255
N 0.24314 -0.80093 1.79433
C 0.63483 -0.12901 0.84033
N -0.08406 0.09230 -0.30949
N -1.21931 -0.30949 -0.83024
C -1.15667 0.30234 -2.07435
N 0.04868 0.96513 -2.41763
N 0.63928 0.84663 -1.29004
H 0.31542 -0.97923 3.55106
H 1.54198 0.55667 0.73797
H -2.13981 0.50741 -2.74447
```


# C2H3N5O2

One molecule with the formula C2H3N5O2 at a distorted geometry (ωB97M-V/def2-TZVPD, the OMol25 dataset).

Properties
- energy (Eh) = -502.08036
- ΔE to the lowest compared entry with this formula, charge and spin (kJ/mol) = 404.0
- strongest force on any atom (eV/A) = 3.46
- net charge = 0
- SMILES string = [H]/N=C\NOc1nnon1
- frontier orbital gap (eV) = 9.77
- LUMO (Ha) = -0.010
- HOMO level (eV) = -10.045

```
12
C2H3N5O2 ωB97M-V/def2-TZVPD
H 0.84538 -2.09640 2.58902
N 1.73043 -1.85540 2.08273
C 1.55003 -1.03751 1.07411
N 0.26580 -0.55525 0.73530
O 0.42641 0.65877 -0.01470
C -0.57288 0.97734 -0.90924
N -1.82343 0.39524 -0.93930
N -2.42258 0.97270 -1.98002
O -1.49723 1.76996 -2.59758
N -0.40289 1.81401 -1.91675
H 2.33863 -0.73167 0.34998
H -0.43767 -0.31179 1.52646
```


# C2H3N5S

One molecule with the formula C2H3N5S at a distorted geometry (ωB97M-V/def2-TZVPD, the OMol25 dataset).

Properties
- energy (Eh) = -749.82728
- ΔE to the lowest compared entry with this formula, charge and spin (kJ/mol) = 268.5
- strongest force on any atom (eV/A) = 5.50
- net charge = 0
- SMILES string = Nn1cnc(=S)nn1
- frontier orbital gap (eV) = 7.84
- LUMO (Ha) = -0.036
- HOMO level (eV) = -8.827

```
11
C2H3N5S ωB97M-V/def2-TZVPD
N -0.17977 -2.51924 1.40621
N -0.00896 -1.38051 0.65848
C -0.16006 -1.38195 -0.69156
N -0.12951 -0.22179 -1.29807
C 0.20595 0.90829 -0.56548
S -0.66370 2.28552 -0.78071
N 1.03995 0.70046 0.50357
N 0.89634 -0.38336 1.15423
H -1.20017 -2.27040 2.00067
H 0.65654 -2.45418 2.22519
H -0.43893 -2.37064 -1.16308
```